Model w:
Formula: C19H61N17O10
Source: OMol25
Level of theory: ωB97M-V/def2-TZVPD

## Properties
* HOMO-LUMO gap: 9.0 eV
* molecular weight: 687.81 g mol⁻¹
* HOMO level: -8.705 eV
* structure (SMILES): COC[C@H](C)N.COC[C@H](C)N.COC[C@H](C)N.NC(N)=O.NC(N)=O.NC(N)=O.NC(N)=O.NC(N)=O.NC(N)=O.NC(N)=O

Element x y z (Å)
1 C -2.406 -1.423 2.473
2 O -3.334 -0.508 1.892
3 C -4.652 -1.009 1.490
4 C -5.483 0.115 0.913
5 C -5.816 1.105 2.026
6 N -6.733 -0.368 0.354
7 H -2.113 -2.216 1.780
8 H -2.796 -1.907 3.371
9 H -1.552 -0.815 2.759
10 H -4.312 -1.684 0.696
11 H -5.123 -1.618 2.264
12 H -4.943 0.626 0.115
13 H -6.293 2.025 1.681
14 H -4.878 1.521 2.406
15 H -6.445 0.722 2.830
16 H -6.511 -0.872 -0.499
17 H -7.189 -1.030 0.973
18 C 0.788 -5.621 2.197
19 O 1.198 -5.398 0.870
20 C 0.566 -6.181 -0.142
21 C 0.461 -5.390 -1.443
22 C -0.210 -4.033 -1.236
23 N -0.322 -6.049 -2.523
24 H 0.688 -6.676 2.462
25 H -0.134 -5.078 2.428
26 H 1.556 -5.169 2.827
27 H 1.292 -6.977 -0.341
28 H -0.408 -6.548 0.194
29 H 1.480 -5.333 -1.834
30 H -0.302 -3.592 -2.229
31 H 0.504 -3.395 -0.710
32 H -1.182 -4.167 -0.761
33 H 0.117 -6.964 -2.615
34 H -1.233 -6.206 -2.097
35 C 1.237 4.648 0.689
36 O 0.060 5.221 1.175
37 C 0.234 6.375 1.945
38 C -1.031 6.777 2.725
39 C -0.962 8.119 3.463
40 N -1.344 5.763 3.729
41 H 2.006 4.383 1.423
42 H 1.686 5.305 -0.063
43 H 0.952 3.738 0.159
44 H 1.061 6.280 2.659
45 H 0.524 7.253 1.349
46 H -1.889 6.767 2.051
47 H -0.105 8.165 4.138
48 H -1.886 8.406 3.955
49 H -0.732 8.851 2.683
50 H -0.689 5.702 4.501
51 H -1.320 4.826 3.338
52 N 4.674 3.147 -1.652
53 C 3.508 3.510 -2.272
54 N 2.910 2.463 -2.857
55 O 3.059 4.656 -2.280
56 H 5.087 3.876 -1.097
57 H 5.047 2.218 -1.674
58 H 2.040 2.620 -3.335
59 H 3.432 1.584 -2.939
60 N 5.328 -1.829 -1.530
61 C 4.231 -1.070 -1.844
62 N 3.089 -1.722 -1.547
63 O 4.279 0.074 -2.309
64 H 5.182 -2.811 -1.378
65 H 6.259 -1.649 -1.864
66 H 3.155 -2.646 -1.163
67 H 2.181 -1.355 -1.779
68 N 0.584 2.312 4.134
69 C -0.272 1.758 3.254
70 N -1.512 1.611 3.736
71 O 0.087 1.403 2.123
72 H 0.305 2.454 5.088
73 H 1.593 2.361 4.032
74 H -1.714 1.904 4.674
75 H -2.193 0.972 3.356
76 N 2.904 -3.001 -5.219
77 C 1.717 -2.851 -4.581
78 N 1.467 -1.544 -4.264
79 O 0.893 -3.727 -4.358
80 H 3.265 -2.222 -5.740
81 H 3.205 -3.903 -5.544
82 H 2.244 -0.922 -4.392
83 H 0.699 -1.325 -3.628
84 N -4.451 -3.774 -4.421
85 C -3.228 -3.355 -4.001
86 N -3.274 -2.380 -3.047
87 O -2.183 -3.881 -4.347
88 H -4.406 -4.311 -5.272
89 H -5.346 -3.435 -4.126
90 H -2.373 -2.054 -2.729
91 H -4.156 -1.937 -2.878
92 N 4.872 1.692 1.888
93 C 3.581 1.666 2.321
94 N 2.767 0.985 1.488
95 O 3.214 2.067 3.432
96 H 5.549 2.038 2.546
97 H 5.220 1.246 1.061
98 H 1.760 0.986 1.591
99 H 3.160 0.499 0.707
100 N -0.340 -0.429 -0.069
101 C -0.077 -0.189 -1.360
102 N 0.737 0.889 -1.584
103 O -0.482 -0.892 -2.289
104 H -0.269 0.315 0.625
105 H -1.004 -1.152 0.146
106 H 0.957 1.124 -2.528
107 H 0.953 1.471 -0.792

Mulliken atomic charge list, values in e, 8 entries: C -0.7874; O -0.1539; C -0.6964; C 0.5462; C -1.3567; N -0.6945; H 0.2733; H 0.2602

---

Model x:
Formula: C19H61N17O10
Source: OMol25
Level of theory: ωB97M-V/def2-TZVPD

## Properties
* HOMO-LUMO gap: 8.7 eV
* molecular weight: 687.81 g mol⁻¹
* HOMO level: -8.893 eV
* structure (SMILES): COC[C@H](C)N.COC[C@H](C)N.COC[C@H](C)N.NC(N)=O.NC(N)=O.NC(N)=O.NC(N)=O.NC(N)=O.NC(N)=O.NC(N)=O

Element x y z (Å)
1 C -0.935 -13.712 -1.126
2 O -1.227 -14.604 -2.228
3 C -0.230 -15.464 -2.767
4 C 0.441 -14.666 -3.880
5 C -0.494 -14.179 -4.970
6 N 1.514 -15.549 -4.455
7 H -1.531 -12.804 -1.214
8 H 0.060 -13.268 -1.154
9 H -1.060 -14.286 -0.208
10 H 0.379 -15.772 -1.917
11 H -0.689 -16.353 -3.201
12 H 0.940 -13.853 -3.353
13 H -0.049 -13.272 -5.377
14 H -1.444 -13.825 -4.568
15 H -0.700 -14.955 -5.707
16 H 1.019 -16.134 -5.113
17 H 1.947 -16.196 -3.812
18 C -13.591 -19.497 7.256
19 O -12.292 -18.957 7.151
20 C -12.013 -18.059 6.008
21 C -12.099 -18.844 4.673
22 C -11.170 -20.066 4.653
23 N -11.780 -18.100 3.455
24 H -14.404 -18.796 7.068
25 H -13.587 -19.943 8.250
26 H -13.504 -20.211 6.437
27 H -12.815 -17.322 5.965
28 H -11.118 -17.491 6.265
29 H -13.145 -19.135 4.575
30 H -10.888 -20.388 3.650
31 H -11.630 -20.905 5.175
32 H -10.217 -19.948 5.168
33 H -12.650 -17.632 3.246
34 H -11.691 -18.810 2.742
35 C 1.095 -8.128 4.603
36 O 1.783 -9.196 5.100
37 C 0.913 -10.089 5.835
38 C 1.861 -11.192 6.300
39 C 2.706 -11.837 5.253
40 N 1.107 -12.146 7.061
41 H 0.499 -8.516 3.777
42 H 1.798 -7.378 4.239
43 H 0.384 -7.599 5.237
44 H 0.456 -9.661 6.727
45 H 0.121 -10.458 5.183
46 H 2.661 -10.778 6.914
47 H 2.335 -12.843 5.056
48 H 3.727 -11.909 5.628
49 H 2.615 -11.206 4.369
50 H 0.446 -11.789 7.735
51 H 1.759 -12.619 7.670
52 N -7.031 -17.914 12.548
53 C -7.672 -18.177 11.415
54 N -8.884 -18.394 11.632
55 O -7.142 -18.120 10.310
56 H -6.025 -17.844 12.479
57 H -7.609 -18.166 13.337
58 H -9.521 -18.418 10.848
59 H -9.154 -18.229 12.591
60 N -4.792 -14.934 5.038
61 C -5.718 -15.061 4.147
62 N -6.650 -15.952 4.464
63 O -5.777 -14.408 3.107
64 H -4.272 -14.069 5.000
65 H -4.734 -15.497 5.875
66 H -6.658 -16.472 5.329
67 H -7.534 -15.805 3.999
68 N -6.154 -18.655 0.535
69 C -5.253 -19.560 0.601
70 N -4.051 -18.985 0.776
71 O -5.499 -20.700 0.435
72 H -7.074 -19.070 0.556
73 H -5.865 -17.756 0.895
74 H -3.320 -19.674 0.885
75 H -3.952 -17.984 0.686
76 N -5.617 -12.514 9.328
77 C -5.956 -11.251 9.327
78 N -5.298 -10.556 8.448
79 O -6.691 -10.801 10.209
80 H -4.807 -12.856 8.831
81 H -6.301 -13.050 9.843
82 H -5.641 -9.630 8.235
83 H -4.648 -11.084 7.883
84 N -9.983 -11.590 -0.270
85 C -10.586 -12.631 0.047
86 N -9.963 -13.320 0.913
87 O -11.708 -12.779 -0.249
88 H -8.982 -11.664 -0.384
89 H -10.529 -10.900 -0.765
90 H -10.242 -14.262 1.146
91 H -8.967 -13.203 1.037
92 N -5.051 -23.709 5.794
93 C -4.491 -22.563 6.164
94 N -5.396 -21.907 6.889
95 O -3.536 -22.028 5.736
96 H -6.036 -23.908 5.898
97 H -4.626 -24.197 5.019
98 H -5.168 -20.952 7.126
99 H -6.050 -22.486 7.396
100 N -1.301 -17.009 10.294
101 C -1.800 -16.472 11.353
102 N -2.135 -17.321 12.227
103 O -1.946 -15.219 11.472
104 H -1.230 -18.017 10.305
105 H -1.041 -16.487 9.469
106 H -1.884 -16.997 13.150
107 H -2.042 -18.294 11.971

Mulliken atomic charge list, values in e, 8 entries: C -0.7427; O -0.3489; C -0.7630; C 0.4899; C -1.1648; N -0.7070; H 0.2819; H 0.3205

---

The energy of each structure relative to the most stable one, in hartree, is as follows: model w 0.0000; model x 0.2799.

---

Model w:
Formula: C18H25NO5
Source: OMol25
Level of theory: ωB97M-V/def2-TZVPD

## Properties
* HOMO-LUMO gap: 9.0 eV
* molecular weight: 335.40 g mol⁻¹
* HOMO level: -8.595 eV
* structure (SMILES): CCCC[C@H](CCC(=O)Nc1ccccc1C(=O)OCC)C(=O)O

Element x y z (Å)
1 C 1.140 -5.822 0.643
2 C 0.385 -4.628 0.070
3 C 1.284 -3.766 -0.812
4 C 0.625 -2.469 -1.279
5 C -0.585 -2.700 -2.189
6 C -0.909 -1.469 -3.061
7 C -1.154 -0.195 -2.251
8 C 0.148 0.527 -1.939
9 O 1.099 0.513 -2.691
10 N 0.097 1.203 -0.756
11 C 1.066 1.980 -0.147
12 C 2.323 2.182 -0.720
13 C 3.271 2.958 -0.086
14 C 2.995 3.553 1.137
15 C 1.762 3.362 1.720
16 C 0.782 2.583 1.100
17 C -0.524 2.410 1.761
18 O -1.480 1.820 1.288
19 O -0.578 2.974 2.969
20 C -1.812 2.840 3.675
21 C -1.643 3.455 5.050
22 C -1.824 -3.023 -1.387
23 O -2.167 -2.483 -0.369
24 O -2.568 -3.971 -1.975
25 H 1.532 -6.445 -0.159
26 H 0.483 -6.431 1.261
27 H 1.974 -5.488 1.255
28 H -0.463 -4.992 -0.514
29 H -0.010 -4.020 0.887
30 H 1.600 -4.347 -1.682
31 H 2.183 -3.507 -0.247
32 H 0.308 -1.891 -0.409
33 H 1.364 -1.883 -1.827
34 H -0.394 -3.542 -2.860
35 H -1.786 -1.698 -3.670
36 H -0.065 -1.290 -3.732
37 H -1.755 0.498 -2.846
38 H -1.700 -0.416 -1.335
39 H -0.770 1.153 -0.217
40 H 2.540 1.722 -1.669
41 H 4.235 3.102 -0.551
42 H 3.740 4.160 1.629
43 H 1.532 3.818 2.670
44 H -2.069 1.777 3.739
45 H -2.602 3.344 3.105
46 H -1.383 4.507 4.962
47 H -0.852 2.946 5.594
48 H -2.572 3.365 5.607
49 H -3.380 -4.129 -1.466

Mulliken atomic charge list, values in e, 8 entries: C -1.4742; C 0.0033; C -1.0446; C -0.9060; C 0.8365; C -1.4752; C -0.5173; C 0.3039

---

Model x:
Formula: C18H25NO5
Source: OMol25
Level of theory: ωB97M-V/def2-TZVPD

## Properties
* HOMO-LUMO gap: 8.2 eV
* molecular weight: 335.40 g mol⁻¹
* HOMO level: -8.291 eV

Element x y z (Å)
1 C -5.891 -2.268 1.054
2 C -4.926 -1.108 0.517
3 H -5.393 -0.058 0.763
4 H -4.882 -1.157 -0.592
5 O -3.804 -1.408 1.028
6 C -2.866 -0.449 1.055
7 C -1.749 -0.821 1.889
8 C -0.538 0.093 1.551
9 C -0.556 1.240 0.786
10 C -1.604 1.515 0.147
11 C -2.859 1.002 0.219
12 O -4.051 1.222 -0.575
13 C -3.935 2.037 -1.485
14 C -3.240 1.996 -2.656
15 H -3.374 2.740 -3.493
16 H -2.274 1.675 -2.416
17 H -3.680 0.873 -3.103
18 H -5.058 2.347 -1.467
19 H -3.425 3.220 -0.967
20 H -1.613 2.506 -0.320
21 C 0.630 2.083 0.663
22 O 0.628 3.141 0.178
23 O 1.686 1.801 1.606
24 C 2.847 2.460 1.649
25 H 2.757 3.504 0.663
26 H 3.300 2.687 2.483
27 C 4.048 1.427 0.807
28 O 5.189 2.238 0.670
29 N 3.592 0.358 0.492
30 H 2.756 0.054 0.608
31 C 4.571 -0.413 -0.348
32 C 4.668 -1.868 0.367
33 H 4.133 -1.740 1.424
34 H 5.709 -2.152 0.765
35 C 4.135 -3.017 -0.421
36 H 5.031 -3.197 -0.946
37 H 3.692 -3.733 -0.040
38 C 3.233 -2.205 -1.124
39 H 3.025 -2.753 -2.280
40 H 2.161 -1.889 -0.812
41 C 4.064 -1.002 -1.505
42 H 3.210 -0.069 -1.837
43 H 4.701 -1.153 -2.335
44 H 5.461 -0.135 -0.365
45 H 0.248 -0.145 2.173
46 H -1.547 -1.651 2.314
47 H -5.990 -2.350 2.090
48 H -6.783 -2.360 0.529
49 H -5.438 -3.115 0.599

Mulliken atomic charge list, values in e, 8 entries: C -1.4784; C -0.0507; H 0.3009; H 0.2823; O -0.2777; C 0.4595; C -1.4392; C -0.2762

---

The energy of each structure relative to the most stable one, in hartree, is as follows: model w 0.0000; model x 0.7308.

---

Model w:
Formula: C2H2BrClO
Source: OMol25
Level of theory: ωB97M-V/def2-TZVPD

## Properties
* HOMO-LUMO gap: 9.3 eV
* molecular weight: 157.39 g mol⁻¹
* HOMO level: -8.934 eV

Element x y z (Å)
1 C 0.406 1.117 -0.402
2 C -0.637 -0.641 0.368
3 O -0.196 2.064 -0.633
4 Cl 2.035 0.657 -0.466
5 Br 0.176 -2.001 -0.532
6 H -0.173 -0.746 1.325
7 H -1.611 -0.450 0.340

Atom-resolved charges from Mulliken, all expressed in e: C 0.4112; C -0.6918; O -0.3115; Cl -0.0794; Br -0.0611; H 0.3146; H 0.4180

---

Model x:
Formula: C2H2BrClO
Source: OMol25
Level of theory: ωB97M-V/def2-TZVPD

## Properties
* HOMO-LUMO gap: 8.8 eV
* molecular weight: 157.39 g mol⁻¹
* HOMO level: -10.687 eV
* structure (SMILES): O=C(Br)CCl

Element x y z (Å)
1 O -0.398 1.701 -0.558
2 C -0.459 0.535 -0.343
3 Br -2.540 -0.178 -0.319
4 C 0.353 -0.449 0.312
5 Cl 2.380 -0.017 -0.363
6 H 0.006 -1.473 -0.032
7 H 0.659 -0.118 1.303

Atom-resolved charges from Mulliken, all expressed in e: O -0.3192; C 0.5170; Br -0.2678; C -0.4646; Cl -0.2000; H 0.4079; H 0.3267

---

The energy of each structure relative to the most stable one, in hartree, is as follows: model w 0.0332; model x 0.0000.

---

Model w:
Formula: C6H12S4
Source: OMol25
Level of theory: ωB97M-V/def2-TZVPD

## Properties
* HOMO-LUMO gap: 8.1 eV
* molecular weight: 212.43 g mol⁻¹
* HOMO level: -7.510 eV
* structure (SMILES): C1CSSC1.C1CSSC1

Element x y z (Å)
1 C 1.683 -3.430 -2.618
2 C 0.445 -3.500 -1.671
3 S -0.797 -4.660 -2.130
4 S 0.167 -5.295 -3.742
5 C 1.862 -4.822 -3.320
6 H 2.532 -3.042 -2.023
7 H 1.514 -2.731 -3.459
8 H 0.933 -3.901 -0.762
9 H -0.001 -2.521 -1.409
10 H 2.446 -4.717 -4.255
11 H 2.310 -5.648 -2.734
12 C 4.586 -0.335 3.791
13 C 4.275 -1.844 3.550
14 S 2.685 -1.894 2.712
15 S 1.788 -0.216 3.509
16 C 3.342 0.270 4.442
17 H 4.648 0.201 2.825
18 H 5.560 -0.220 4.304
19 H 5.076 -2.359 2.986
20 H 4.230 -2.294 4.560
21 H 3.383 0.091 5.534
22 H 3.434 1.361 4.277

Mulliken atomic charge list, values in e, 8 entries: C -0.6844; C -0.3891; S -0.1156; S -0.1363; C -0.4826; H 0.3082; H 0.2829; H 0.2199

---

Model x:
Formula: C6H12S4
Source: OMol25
Level of theory: ωB97M-V/def2-TZVPD

## Properties
* HOMO-LUMO gap: 9.1 eV
* molecular weight: 212.43 g mol⁻¹
* HOMO level: -8.572 eV
* structure (SMILES): C1CSCS1.C1CSCS1

Element x y z (Å)
1 C 0.819 1.757 1.762
2 C 0.587 0.468 2.628
3 S -0.416 -0.615 1.652
4 C 0.000 0.000 0.000
5 S 1.306 1.200 0.105
6 H -0.131 2.200 1.407
7 H 1.435 2.574 2.184
8 H 0.108 0.675 3.604
9 H 1.570 0.001 2.829
10 H 0.180 -0.743 -0.801
11 H -0.948 0.523 -0.232
12 C 5.177 -4.467 1.494
13 C 6.316 -4.695 0.442
14 S 6.330 -6.489 0.032
15 C 5.804 -7.040 1.755
16 S 5.196 -5.688 2.843
17 H 5.270 -3.443 1.904
18 H 4.223 -4.520 0.935
19 H 7.286 -4.482 0.931
20 H 6.192 -3.974 -0.389
21 H 4.934 -7.686 1.532
22 H 6.598 -7.681 2.184

Mulliken atomic charge list, values in e, 8 entries: C -0.6252; C -0.4085; S -0.1476; C -0.5145; S -0.1306; H 0.2684; H 0.3524; H 0.3214

---

The energy of each structure relative to the most stable one, in hartree, is as follows: model w 0.0000; model x 0.0073.